No. 1
Molecular formula: C3H8ClP
Method: DFT, wB97M-V/def2-TZVPD

Geometry as ORCA input:
```
! wB97M-V def2-TZVPD RIJCOSX def2/J DEFGRID3
* xyz 0 1
C -2.13044 0.53150 -0.75505
C -0.72213 -0.02044 -0.15045
C 1.79698 -0.83283 0.77273
P 0.97378 0.81010 1.05790
Cl 1.99645 2.10477 -0.19685
H -2.74242 0.45972 0.14906
H -1.91780 1.61150 -1.14524
H -0.08405 -0.14686 -0.93428
H -0.75798 -0.79833 0.64851
H -2.31938 -0.26715 -1.60157
H 1.09224 -1.61990 0.96096
H 2.15337 -0.88616 -0.22459
H 2.66136 -0.94593 1.41887
*
```

Output
Orbital gap (eV): 9.5
SMILES string: CCP(C)Cl
E (eV): -25050.5463
Highest occupied orbital energy (hartree): -0.313
Strongest force on any atom (eV Å⁻¹): 3.3
LUMO level (eV): 1.02

No. 2
Molecular formula: C3H8ClPS
Method: DFT, wB97M-V/def2-TZVPD

Geometry as ORCA input:
```
! wB97M-V def2-TZVPD RIJCOSX def2/J DEFGRID3
* xyz 0 1
C 0.33168 -1.45500 0.09747
C 0.33892 2.09034 0.11497
C -0.65618 -0.65350 -0.74490
P 0.08567 0.93885 -1.28523
S 1.44973 0.87181 -2.64095
Cl -2.65907 2.06634 -1.80397
H 1.28070 -1.56124 -0.42527
H 0.51518 -0.97817 1.05711
H -0.06806 -2.45041 0.28284
H -0.60487 2.59630 0.30784
H 0.65012 1.54259 1.00521
H 1.09895 2.81774 -0.16324
H -1.57700 -0.43254 -0.20544
H -0.91030 -1.19434 -1.65839
*
```

Output
Orbital gap (spin up / spin down) (eV): 7.3 / 7.3
E (eV): -35887.0656
Highest occupied orbital energy (spin up / spin down) (hartree): -0.343 / -0.343
Strongest force on any atom (eV Å⁻¹): 2.1
LUMO level (spin up / spin down) (eV): -2.03 / -2.03

No. 3
Molecular formula: C3H8F2NO
Method: DFT, wB97M-V/def2-TZVPD

Geometry as ORCA input:
```
! wB97M-V def2-TZVPD RIJCOSX def2/J DEFGRID3
* xyz 1 1
C -1.76143 0.29212 0.02573
C 0.35401 1.12374 0.59870
C 0.18070 -1.20866 0.10510
N -0.39916 0.16754 0.26185
O 0.09485 -1.69794 -1.11906
F 3.15344 0.25370 -0.15986
F -0.41500 -2.02368 0.91353
H -1.85438 -0.00753 -1.04566
H -2.25854 -0.58835 0.60143
H -2.13106 1.33258 0.13760
H -0.03487 2.06237 0.85724
H 1.41166 0.95176 0.88271
H 4.03104 -0.07917 0.10311
H 1.21500 -1.08830 0.19138
H -0.72289 -2.14222 -1.31028
*
```

Output
Orbital gap (eV): 11.7
E (eV): -12205.1745
Highest occupied orbital energy (hartree): -0.613
Strongest force on any atom (eV Å⁻¹): 3.5
LUMO level (eV): -4.97

No. 4
Molecular formula: C3H8FN3S
Method: DFT, wB97M-V/def2-TZVPD

Geometry as ORCA input:
```
! wB97M-V def2-TZVPD RIJCOSX def2/J DEFGRID3
* xyz 0 1
C -0.25599 0.65523 -1.72903
C -0.02944 0.08434 0.69042
C -0.97267 0.06829 1.82300
H 0.62064 1.30623 -1.69669
H -0.27307 0.01430 -2.62696
H -1.16019 1.27910 -1.74156
H -0.80232 -2.55422 -0.66044
H -1.94860 0.35137 1.47573
H -0.62675 0.78085 2.53031
H 1.98693 -0.27344 -0.68562
H 3.06022 0.30746 0.55229
N -0.30151 -0.28996 -0.63867
N 1.15241 0.48449 1.01688
N 2.15532 0.40822 0.09394
F -1.05462 -1.17814 2.41073
S -1.55034 -1.44412 -0.81434
*
```

Output
Orbital gap (eV): 9.2
SMILES string: CN(S)/C(CF)=N\N
E (eV): -21261.7418
Highest occupied orbital energy (hartree): -0.310
Strongest force on any atom (eV Å⁻¹): 2.3
LUMO level (eV): 0.75

No. 5
Molecular formula: C3H8FNO
Method: DFT, wB97M-V/def2-TZVPD

Geometry as ORCA input:
```
! wB97M-V def2-TZVPD RIJCOSX def2/J DEFGRID3
* xyz 0 1
C 1.64658 0.12169 0.87577
C -1.94700 -0.24089 0.13180
C 0.43347 -0.18024 -0.01077
N 0.44703 0.42875 -1.34920
O -0.67288 0.05909 0.69278
F 0.57482 -1.58135 -0.27573
H 1.41416 -0.24396 1.85279
H 2.34878 -0.43466 0.37670
H 1.76098 1.25282 0.81188
H -2.01915 -0.41587 -1.01023
H -2.73618 0.56503 0.26885
H -2.56900 -1.08493 0.56671
H 1.46807 0.54532 -1.58568
H -0.14968 1.20923 -1.34568
*
```

Output
Orbital gap (eV): 10.9
SMILES string: CO[C@](C)(N)F
E (eV): -9494.9019
Highest occupied orbital energy (hartree): -0.364
Strongest force on any atom (eV Å⁻¹): 4.0
LUMO level (eV): 0.96

No. 6
Molecular formula: C3H8GaO3
Method: DFT, wB97M-V/def2-TZVPD

Geometry as ORCA input:
```
! wB97M-V def2-TZVPD RIJCOSX def2/J DEFGRID3
* xyz 1 1
O -1.96232 -0.89463 0.39596
C -1.10000 -0.70447 1.46753
C -0.00162 0.30013 1.13227
O 0.53943 -0.08680 -0.13945
C 1.67889 0.65280 -0.54530
Ga -0.94910 -0.68977 -1.12653
H -0.61176 -1.65653 1.76399
H -1.62201 -0.32398 2.36690
H 0.79951 0.29678 1.88731
H 2.42036 0.66788 0.26579
H 2.09687 0.15875 -1.42932
H 1.39655 1.68490 -0.80206
O -0.82364 -0.28193 -2.78228
H -1.45485 -0.45392 -3.47927
H -0.40628 1.33079 1.02445
*
```

Output
Orbital gap (eV): 10.2
E (eV): -61752.1910
Highest occupied orbital energy (hartree): -0.557
Strongest force on any atom (eV Å⁻¹): 2.4
LUMO level (eV): -4.94

No. 7
Molecular formula: C3H8IN2
Method: DFT, wB97M-V/def2-TZVPD

Geometry as ORCA input:
```
! wB97M-V def2-TZVPD RIJCOSX def2/J DEFGRID3
* xyz 1 1
C 0.69875 0.89895 -0.66268
C 0.68848 -0.62223 -0.74569
C -0.79018 0.07340 0.90358
N 0.05326 1.12287 0.63389
N 0.02068 -1.11158 0.50400
I -2.74257 -0.02432 -0.30422
H 1.68328 1.40156 -0.48526
H 0.32061 1.60245 -1.59409
H -0.05645 -1.02665 -1.57539
H 1.66354 -1.28073 -0.94656
H -1.22408 0.07141 2.01977
H -0.39234 2.01197 0.74897
H -0.60314 -1.98982 0.27942
H 0.68015 -1.12728 1.22426
*
```

Output
Orbital gap (eV): 9.6
SMILES string: I[C@@H]1NCC[NH2+]1
E (eV): -14313.1921
Highest occupied orbital energy (hartree): -0.501
Strongest force on any atom (eV Å⁻¹): 4.8
LUMO level (eV): -4.05

No. 8
Molecular formula: C3H8IN2O
Method: DFT, wB97M-V/def2-TZVPD

Geometry as ORCA input:
```
! wB97M-V def2-TZVPD RIJCOSX def2/J DEFGRID3
* xyz 1 1
C 1.98907 -0.06851 1.62881
C -1.80357 0.11030 -2.62623
C -0.87564 0.02836 -1.55670
N 2.10367 -0.49942 0.44216
N -0.10604 -0.04898 -0.70965
O -0.91931 0.35337 2.09303
I 3.48199 -0.07369 3.06253
H -1.28969 0.48349 -3.51460
H -2.20433 -0.88235 -2.83789
H -2.62550 0.78206 -2.38178
H -1.44310 1.15291 2.17982
H 1.19253 -0.38387 -0.16356
H 2.97080 -0.88503 0.07329
H 1.00902 0.30767 1.94876
H -1.47990 -0.37631 2.36199
*
```

Output
Orbital gap (eV): 10.2
E (eV): -16361.9521
Highest occupied orbital energy (hartree): -0.511
Strongest force on any atom (eV Å⁻¹): 1.4
LUMO level (eV): -3.75

No. 9
Molecular formula: C3H8INO2
Method: DFT, wB97M-V/def2-TZVPD

Geometry as ORCA input:
```
! wB97M-V def2-TZVPD RIJCOSX def2/J DEFGRID3
* xyz 0 1
C 0.12098 -1.74057 1.52778
C 0.30020 0.82468 -2.08670
C -0.71911 0.34625 -0.06148
N -0.09413 -0.33463 1.73410
O -1.08592 1.60594 0.20678
O 0.38144 0.15264 -0.83623
I 1.62985 0.73276 2.00781
H 0.71334 -1.97439 0.63380
H 0.62458 -2.17186 2.39509
H -0.86439 -2.20528 1.42570
H -0.56608 0.47146 -2.65240
H 1.21848 0.58834 -2.62120
H 0.22014 1.90888 -1.94960
H -1.57542 -0.29777 -0.25241
H -0.30397 2.09355 0.52897
*
```

Output
Orbital gap (eV): 8.7
E (eV): -16923.5594
Highest occupied orbital energy (hartree): -0.305
Strongest force on any atom (eV Å⁻¹): 3.8
LUMO level (eV): 0.42

Ordered relative energy (zero: lowest compared OMol25 entry of this formula, charge and spin) results: 1.1047, 0.9767, 0.8780, 0.5750, 1.3212, 0.0000, 1.2464, 0.2335, 1.8320; unit eV.